ORCA calculation (ωB97M-V/def2-TZVPD) on C4H10O as an isolated structure in a non-equilibrium geometry.

```
15
Properties=species:S:1:pos:R:3:mulliken_charge:R:1
C -0.320 -1.855 0.244 -0.993
C -0.817 -0.499 -0.156 -0.003
C -0.046 0.601 0.409 0.020
C -0.663 1.950 0.070 -1.147
H -0.523 -2.700 -0.421 0.337
H 0.797 -1.758 0.238 0.231
H -0.532 -2.089 1.289 0.296
H -1.861 -0.383 -0.384 0.356
H 1.009 0.452 0.653 0.476
H 0.110 2.736 0.104 0.320
H -1.259 1.993 -0.850 0.341
H -1.216 2.286 0.971 0.354
H 0.012 0.126 -0.772 0.245
H 3.118 -0.411 -0.818 0.144
O 2.191 -0.449 -0.576 -0.976
```

**Charge**: 0
**LUMO**: -0.75 eV
**Relative energy (zero: lowest compared OMol25 entry of this formula, charge and spin)**: 513.36 kJ/mol
**E**: -6352.482 eV
**Molar mass**: 74.123 g mol⁻¹

=====

ORCA calculation (ωB97M-V/def2-TZVPD) on one molecule with the formula C2H3NO2 in a non-equilibrium geometry.

```
8
Properties=species:S:1:pos:R:3:nbo_charge:R:1
C 0.100 0.849 -0.090 -0.035
C 0.773 -0.579 0.041 -0.145
N -1.142 0.173 -0.080 0.219
O -2.312 0.469 -0.096 -0.279
O -0.533 -1.178 -0.078 -0.383
H 0.315 1.972 -0.080 0.229
H 1.609 -0.817 -0.677 0.203
H 1.190 -0.889 1.061 0.190
```

**Charge**: 0
**LUMO (alpha / beta)**: 0.93 / -1.58 eV
**Multiplicity**: 3
**Relative energy (zero: lowest compared OMol25 entry of this formula, charge and spin)**: 477.49 kJ/mol
**E**: -7699.981 eV
**Molar mass**: 73.051 g mol⁻¹
**⟨S²⟩**: 2.009

=====

ORCA calculation (ωB97M-V/def2-TZVPD) on C39H50AuN6S as an isolated structure.

```
97
Properties=species:S:1:pos:R:3:mulliken_charge:R:1
Au -0.497 0.322 -0.064 1.881
C 1.059 -1.932 5.467 -0.783
C -0.346 -1.343 5.289 -1.400
C -0.418 -0.397 4.131 0.630
C -0.340 0.962 4.161 0.753
C -0.220 1.743 5.450 -0.364
C 0.186 3.216 5.416 -1.696
C -0.415 1.406 2.787 -0.122
N -0.515 0.318 1.958 -0.585
C -0.526 -0.792 2.755 0.100
C -0.665 -2.092 2.331 -1.001
C -0.718 -2.510 1.020 -0.139
C -0.897 -3.872 0.590 1.447
C -1.182 -5.044 1.484 -1.222
C 0.071 -5.733 2.035 -0.970
C -0.795 -3.874 -0.766 1.029
C -0.609 -2.507 -1.175 0.156
C -0.498 -2.084 -2.484 -1.172
C -0.420 -0.776 -2.896 0.234
N -0.474 0.321 -2.081 -0.597
C -0.376 1.420 -2.888 0.050
C -0.379 2.724 -2.468 -0.899
C -0.450 3.145 -1.156 0.228
N -0.485 2.332 -0.063 -0.815
C -0.461 3.134 1.042 0.126
C -0.407 2.715 2.349 -0.766
C -0.443 4.516 0.628 0.918
C -0.433 4.521 -0.731 1.079
C -0.442 5.698 -1.658 -1.286
C -1.825 5.954 -2.270 -1.071
C -0.387 5.692 1.553 -1.275
C 1.052 6.057 1.935 -1.138
C -0.272 1.002 -4.267 0.983
C -0.306 -0.353 -4.271 0.885
C -0.192 -1.276 -5.445 -1.249
C 1.235 -1.804 -5.635 -1.103
C -0.195 1.925 -5.443 -1.426
C -1.573 2.451 -5.865 -1.045
N -0.572 -1.701 -0.074 -0.812
C -0.950 -5.038 -1.697 -1.536
C -2.383 -5.168 -2.230 -1.251
H 1.102 -2.590 6.335 0.419
H 1.352 -2.512 4.587 -0.010
H 1.796 -1.139 5.605 0.307
H -1.069 -2.151 5.156 0.511
H -0.641 -0.822 6.199 0.435
H -1.171 1.656 5.981 0.398
H 0.506 1.211 6.069 0.492
H -0.604 3.855 5.021 0.360
H 0.381 3.553 6.434 0.466
H 1.098 3.377 4.836 0.435
H -0.736 -2.851 3.100 0.419
H -1.816 -4.725 2.314 0.482
H -1.770 -5.770 0.920 0.378
H 0.586 -5.101 2.760 0.093
H -0.192 -6.664 2.538 0.457
H 0.773 -5.970 1.232 0.249
H -0.496 -2.844 -3.253 0.394
H -0.303 3.484 -3.234 0.414
H -0.347 3.488 3.094 -0.164
H -0.120 6.582 -1.107 0.396
H 0.295 5.550 -2.451 0.468
H -2.560 6.150 -1.488 0.321
H -1.799 6.816 -2.937 0.392
H -2.172 5.091 -2.841 0.226
H -0.869 6.544 1.074 0.475
H -0.968 5.484 2.454 0.480
H 1.630 6.325 1.049 0.338
H 1.068 6.902 2.623 0.379
H 1.555 5.215 2.415 0.297
H -0.883 -2.113 -5.328 0.450
H -0.508 -0.747 -6.344 0.456
H 1.551 -2.395 -4.772 0.239
H 1.303 -2.436 -6.521 0.402
H 1.939 -0.978 -5.749 0.324
H 0.471 2.760 -5.216 0.493
H 0.262 1.395 -6.279 0.446
H -2.062 2.981 -5.045 0.232
H -1.488 3.133 -6.711 0.388
H -2.225 1.625 -6.157 0.322
H -0.255 -4.941 -2.534 0.463
H -0.669 -5.952 -1.172 0.493
H -2.677 -4.272 -2.780 0.274
H -2.474 -6.025 -2.899 0.426
H -3.089 -5.299 -1.409 0.331
S 2.638 0.542 -0.148 -0.308
C 2.808 -1.064 0.284 -0.170
N 2.921 -1.535 1.538 -0.018
C 3.017 -2.987 1.616 -0.043
C 2.916 -3.407 0.131 -0.170
N 2.795 -2.120 -0.547 -0.004
H 2.952 -0.914 2.326 0.200
H 2.198 -3.397 2.203 -0.238
H 3.959 -3.298 2.065 0.482
H 2.038 -4.029 -0.051 -0.139
H 3.801 -3.948 -0.201 0.430
H 2.714 -1.999 -1.540 0.161
```

**Charge**: +1
**LUMO**: -3.76 eV
**E**: -64720.324 eV
**Molar mass**: 831.905 g mol⁻¹

=====

ORCA calculation (ωB97M-V/def2-TZVPD) on one molecule with the formula C5H15N2 in a non-equilibrium geometry.

```
22
Properties=species:S:1:pos:R:3:nbo_charge:R:1
C -2.616 -0.315 0.861 -0.629
C -1.209 0.127 0.484 -0.098
C -0.455 -0.901 -0.321 -0.424
C 0.945 -0.511 -0.777 -0.230
C 3.218 -0.148 -0.006 -0.405
N 1.802 -0.155 0.314 -0.642
N -1.322 1.456 -0.286 -1.105
H -3.146 0.467 1.393 0.226
H -3.138 -0.669 -0.022 0.216
H -2.525 -1.172 1.536 0.220
H -0.641 0.419 1.370 0.215
H -0.391 -1.801 0.318 0.222
H -1.022 -1.255 -1.186 0.213
H 0.814 0.245 -1.569 0.158
H 1.384 -1.389 -1.260 0.201
H 3.496 0.558 -0.794 0.168
H 3.520 -1.136 -0.351 0.188
H 3.786 0.064 0.895 0.203
H 1.550 0.717 0.764 0.349
H -0.374 1.865 -0.483 0.293
H -1.857 1.360 -1.183 0.350
H -1.820 2.172 0.305 0.311
```

**Charge**: 0
**LUMO (alpha / beta)**: 1.06 / 0.80 eV
**Multiplicity**: 2
**Relative energy (zero: lowest compared OMol25 entry of this formula, charge and spin)**: 133.94 kJ/mol
**E**: -8405.330 eV
**Molar mass**: 103.189 g mol⁻¹
**⟨S²⟩**: 0.751

=====

ORCA calculation (ωB97M-V/def2-TZVPD) on one molecule with the formula C4H8O2 in a non-equilibrium geometry.

```
14
Properties=species:S:1:pos:R:3:nbo_charge:R:1
C -1.765 -0.290 -0.248 -0.624
C -0.321 0.002 -0.539 0.098
O 0.084 1.147 0.256 -0.560
C 0.740 -0.888 0.119 -0.479
C 1.264 0.409 0.744 0.376
O 2.252 1.070 0.042 -0.728
H -2.398 0.523 -0.618 0.221
H -2.073 -1.229 -0.713 0.213
H -1.895 -0.363 0.836 0.213
H -0.150 0.167 -1.613 0.177
H 1.522 1.608 -0.393 0.495
H 1.443 -1.402 -0.542 0.228
H 0.307 -1.577 0.849 0.211
H 1.394 0.450 1.836 0.159
```

**Charge**: 0
**LUMO**: 1.07 eV
**Relative energy (zero: lowest compared OMol25 entry of this formula, charge and spin)**: 196.77 kJ/mol
**E**: -8371.242 eV
**Molar mass**: 88.106 g mol⁻¹
**Structure (SMILES)**: C[C@@H]1C[C@@H](O)O1

=====

ORCA calculation (ωB97M-V/def2-TZVPD) on C7H15Cl12HgO as an isolated structure in a non-equilibrium geometry.

```
36
Properties=species:S:1:pos:R:3:nbo_charge:R:1
Hg -5.650 -3.525 -1.876 0.463
C -0.672 0.408 -2.365 -0.355
O -1.667 -0.508 -2.058 -0.025
H -0.141 0.751 -1.478 0.292
H 0.184 0.013 -2.912 0.372
H -1.132 1.162 -3.005 0.253
C 2.966 3.919 4.202 -0.364
Cl 1.655 4.974 3.524 -0.056
Cl 4.543 4.530 3.595 -0.028
H 2.966 3.950 5.292 0.231
H 2.754 2.929 3.799 0.218
C -0.154 -4.043 3.124 -0.419
Cl -0.381 -2.830 4.411 -0.019
Cl -1.586 -4.956 2.746 -0.001
H 0.250 -3.551 2.239 0.211
H 0.691 -4.693 3.350 0.229
C -5.250 6.156 -3.888 -0.400
Cl -4.342 7.309 -4.866 -0.009
Cl -4.986 6.352 -2.144 -0.032
H -6.314 6.324 -4.058 0.227
H -4.961 5.143 -4.171 0.214
C 2.838 -6.470 -4.458 -0.398
Cl 3.131 -6.979 -2.757 -0.034
Cl 4.335 -6.329 -5.365 0.001
H 2.110 -7.134 -4.924 0.224
H 2.356 -5.493 -4.500 0.208
C -4.761 1.893 3.583 -0.380
Cl -4.651 2.124 5.380 -0.029
Cl -5.516 0.343 3.148 -0.031
H -5.344 2.728 3.193 0.224
H -3.769 1.952 3.135 0.215
C 5.997 -1.210 -0.026 -0.413
Cl 7.615 -1.651 -0.582 -0.015
Cl 5.664 -1.846 1.574 -0.005
H 5.907 -0.126 -0.093 0.221
H 5.312 -1.616 -0.770 0.212
```

**Charge**: +1
**LUMO**: -10.59 eV
**Relative energy (zero: lowest compared OMol25 entry of this formula, charge and spin)**: 475.36 kJ/mol
**E**: -163978.885 eV
**Molar mass**: 741.222 g mol⁻¹

=====

ORCA calculation (ωB97M-V/def2-TZVPD) on C33H47N4O6P2PtS as an isolated structure in a non-equilibrium geometry.

```
94
Properties=species:S:1:pos:R:3:mulliken_charge:R:1
Pt 0.050 0.223 0.192 3.130
C -1.423 -6.120 -0.351 -1.107
C -2.231 -5.159 0.498 0.572
C -2.298 -5.582 1.954 -1.421
O -1.726 -3.793 0.393 -0.196
P -0.263 -3.278 0.464 -0.516
O -0.293 -1.855 0.926 -1.020
C 0.531 -3.427 -1.185 -0.373
P -0.412 -2.355 -2.321 -0.428
O -0.687 -1.017 -1.728 -0.515
O -1.710 -3.205 -2.603 -0.206
C -2.976 -2.638 -2.995 0.373
C -2.824 -1.666 -4.148 -1.085
C -3.673 -2.015 -1.796 -0.880
O 0.428 -2.098 -3.623 -0.360
C 0.994 -2.991 -4.621 0.423
C 0.130 -4.209 -4.893 -1.120
C 2.412 -3.378 -4.221 -1.117
O 0.476 -4.220 1.490 -0.253
C 1.822 -4.167 1.998 0.334
C 2.256 -2.731 2.250 -0.777
C 2.788 -4.917 1.091 -1.422
H -1.852 -7.117 -0.280 0.564
H -0.398 -6.169 0.012 0.206
H -1.441 -5.814 -1.395 0.142
H -3.248 -5.074 0.097 0.437
H -1.300 -5.671 2.377 0.211
H -2.795 -6.545 2.031 0.505
H -2.861 -4.856 2.535 0.345
H 0.544 -4.456 -1.527 0.803
H 1.548 -3.040 -1.151 0.297
H -3.545 -3.518 -3.326 0.391
H -2.169 -0.845 -3.853 0.162
H -3.797 -1.263 -4.416 0.507
H -2.395 -2.150 -5.022 0.291
H -3.134 -1.119 -1.489 -0.004
H -3.700 -2.713 -0.963 0.083
H -4.689 -1.744 -2.070 0.604
H 1.030 -2.356 -5.513 0.362
H 0.041 -4.832 -4.005 0.240
H 0.588 -4.796 -5.687 0.511
H -0.866 -3.921 -5.220 0.202
H 2.409 -4.139 -3.443 0.242
H 2.957 -2.501 -3.876 0.154
H 2.930 -3.777 -5.090 0.516
H 1.741 -4.704 2.950 0.433
H 2.350 -2.201 1.302 -0.281
H 3.213 -2.725 2.764 0.655
H 1.513 -2.226 2.863 0.231
H 3.011 -4.362 0.182 0.214
H 2.378 -5.887 0.824 0.385
H 3.722 -5.090 1.621 0.493
C 4.293 0.728 3.647 -0.789
N 2.908 0.851 3.999 0.154
C 2.406 0.852 5.264 -0.759
C 1.062 1.036 5.179 -0.271
N 0.746 1.161 3.846 0.478
C 1.894 1.035 3.127 0.359
S 2.110 1.212 1.452 -0.331
C -0.568 1.350 3.379 0.044
C -1.418 2.167 4.125 -0.887
C -2.758 2.209 3.788 -0.680
C -3.210 1.414 2.741 -0.716
C -2.288 0.679 2.016 -0.647
N -0.982 0.677 2.301 0.404
H 4.838 1.635 3.920 0.356
H 4.377 0.580 2.572 0.266
H 4.740 -0.112 4.177 0.374
H 3.021 0.731 6.132 0.527
H 0.321 1.046 5.953 0.560
H -1.032 2.746 4.949 0.637
H -3.445 2.831 4.343 0.489
H -4.258 1.375 2.490 0.527
H -2.592 0.033 1.195 0.719
C 3.753 0.114 -2.645 -1.097
C 3.427 1.098 -3.568 -0.675
C 2.264 1.826 -3.405 -1.061
C 1.436 1.574 -2.303 1.092
N 1.776 0.611 -1.445 0.319
C 2.879 -0.097 -1.591 0.054
C 0.217 2.322 -1.994 0.718
C -0.172 3.458 -2.707 -0.725
C -1.325 4.148 -2.373 -0.986
C -2.113 3.725 -1.308 -0.898
C -1.749 2.587 -0.603 -0.191
C -0.583 1.904 -0.905 0.155
H 4.655 -0.469 -2.736 0.581
H 4.083 1.300 -4.402 0.496
H 2.009 2.594 -4.116 0.502
H 3.087 -0.846 -0.837 0.288
H 0.427 3.817 -3.530 0.425
H -1.622 5.009 -2.951 0.421
H -3.005 4.267 -1.032 0.500
H -2.399 2.253 0.194 0.333
```

**Charge**: +3
**LUMO (alpha / beta)**: -11.26 / -11.26 eV
**Relative energy (zero: lowest compared OMol25 entry of this formula, charge and spin)**: 419.57 kJ/mol
**E**: -85868.644 eV
**Molar mass**: 884.854 g mol⁻¹

=====

ORCA calculation (ωB97M-V/def2-TZVPD) on a 2-piece molecular cluster, C2H9N3O overall in a non-equilibrium geometry.

```
15
Properties=species:S:1:pos:R:3:nbo_charge:R:1
C -0.782 0.377 -0.217 0.558
C 1.477 0.320 -0.056 -0.164
N -1.140 1.298 -1.054 -0.744
N -1.425 -0.419 0.585 -0.295
N 2.092 -0.878 0.399 -0.716
O -2.811 -0.334 0.789 -0.475
H 1.454 0.603 -1.134 0.266
H 1.367 1.175 0.615 0.271
H -0.433 1.917 -1.479 0.465
H -2.056 1.174 -1.386 0.448
H -0.968 -1.042 1.308 0.441
H 1.733 -1.112 1.412 0.481
H 3.098 -0.842 0.335 0.493
H 1.703 -1.635 -0.133 0.467
H -3.309 -0.604 0.014 0.505
```

**Charge**: +2
**LUMO**: -9.86 eV
**Relative energy (zero: lowest compared OMol25 entry of this formula, charge and spin)**: 419.09 kJ/mol
**E**: -8715.219 eV
**Molar mass**: 91.114 g mol⁻¹